Entry 1:
C21H17BBrO5Ti as an isolated structure in a non-equilibrium geometry. Source: OMol25; level of theory: wB97M-V/def2-TZVPD.

ORCA input file:
```
! RIJCOSX wB97M-V def2-TZVPD def2/J DEFGRID3
* xyz 0 2
Ti 0.0328 0.0545 -0.0466
C 6.1692 -1.2290 -2.4498
O 5.3159 -2.2952 -2.8417
C 4.0087 -2.2055 -2.4879
C 3.1726 -3.2396 -2.9341
C 1.8435 -3.2156 -2.6207
C 1.2521 -2.1837 -1.8446
C -0.1508 -2.2335 -1.5937
C -1.0582 -3.1949 -2.2790
O -0.7550 -1.3724 -0.7362
C 2.1303 -1.1644 -1.4066
O 1.6783 -0.0963 -0.6733
C 3.4810 -1.1760 -1.7324
H 7.1477 -1.4569 -2.8585
H 6.2384 -1.1591 -1.3617
H 5.8201 -0.2757 -2.8516
H 3.6018 -4.0437 -3.5181
H 1.2152 -4.0251 -2.9672
H -0.8849 -3.2057 -3.3569
H -2.0886 -2.9034 -2.0922
H -0.9263 -4.2189 -1.9112
H 4.0824 -0.3565 -1.3728
Br 0.0179 0.1279 6.6935
C 0.0238 0.0956 4.8019
C 1.2282 0.2083 4.1277
C 1.2199 0.1829 2.7401
C 0.0316 0.0433 2.0116
C -1.1587 -0.0695 2.7400
C -1.1770 -0.0422 4.1260
H 2.1527 0.3143 4.6783
H 2.1676 0.2723 2.2235
H -2.1062 -0.1825 2.2248
H -2.1047 -0.1291 4.6745
O -0.4145 3.0780 -0.9951
B -0.9923 1.8254 -0.7551
O -2.3667 1.8886 -1.0201
C -2.6194 3.1850 -1.4124
C -3.8190 3.7502 -1.7769
C -3.7880 5.0984 -2.1336
C -2.5988 5.8244 -2.1184
C -1.3914 5.2310 -1.7459
C -1.4437 3.9022 -1.3975
H -4.7352 3.1747 -1.7837
H -4.7072 5.5892 -2.4278
H -2.6105 6.8693 -2.4010
H -0.4598 5.7814 -1.7285
*
```

Calculated values
Expectation value of S²   0.781
LUMO energy (spin up / spin down)   -0.00757 / -0.01582 Ha
Gap between HOMO and LUMO (spin up / spin down)   0.2334 / 0.3074 hartree
Electronic energy   -4635.03825 a.u.
HOMO energy (spin up / spin down)   -6.557 / -8.795 eV

Entry 2:
C21H17BrIrN2Se as an isolated structure. Source: OMol25; level of theory: wB97M-V/def2-TZVPD.

ORCA input file:
```
! RIJCOSX wB97M-V def2-TZVPD def2/J DEFGRID3
* xyz 2 2
Ir 1.2565 -0.7925 -0.6536
C 1.1986 -0.4664 4.9676
C 1.8673 -0.9107 3.7057
C 3.0631 -1.6310 3.7184
C 3.6484 -2.0640 2.5394
C 3.0071 -1.7588 1.3652
Br 3.6359 -2.2865 -0.3492
N 1.8673 -1.0549 1.3176
C 1.3083 -0.6326 2.4689
H 1.9364 -0.2474 5.7365
H 0.5449 -1.2539 5.3458
H 0.5954 0.4250 4.8070
H 3.5449 -1.8508 4.6623
H 4.5762 -2.6175 2.5306
H 0.4140 -0.0467 2.3815
Se 2.0599 1.0186 -1.7870
C 1.0245 2.4959 -1.1243
C -0.2404 2.7251 -1.6493
C -0.9278 3.8373 -1.1828
N -0.4402 4.6726 -0.2771
C 0.7719 4.4459 0.1999
C 1.5612 3.3684 -0.1902
H -0.6793 2.0761 -2.3953
H -1.9164 4.0650 -1.5645
H 1.1435 5.1577 0.9280
H 2.5520 3.2353 0.2217
C -2.6700 -2.4591 -4.0891
C -1.2697 -2.5296 -3.9722
C -0.6125 -1.9265 -2.9290
C -1.3188 -1.2098 -1.9489
C -0.6904 -0.5532 -0.8204
C -1.4883 0.1871 0.0656
C -2.8586 0.2829 -0.0927
C -3.4699 -0.3791 -1.1432
C -2.7348 -1.1212 -2.0768
C -3.3882 -1.7690 -3.1593
H -3.1695 -2.9481 -4.9123
H -0.6974 -3.0679 -4.7143
H 0.4731 -2.0203 -2.8801
H -1.0167 0.7394 0.8617
H -3.4523 0.8783 0.5878
H -4.5439 -0.3128 -1.2622
H -4.4654 -1.7004 -3.2378
*
```

Calculated values
Expectation value of S²   0.862
LUMO energy (spin up / spin down)   -0.34959 / -0.35806 Ha
Gap between HOMO and LUMO (spin up / spin down)   0.1775 / 0.1720 hartree
Electronic energy   -5999.05560 a.u.
Energy relative to the best compared isomer or geometry (same formula, charge and spin)   0.2795 eV
HOMO energy (spin up / spin down)   -14.342 / -14.425 eV

Entry 3:
C21H17BrN3O8Ru as an isolated structure in a non-equilibrium geometry. Source: OMol25; level of theory: wB97M-V/def2-TZVPD.

ORCA input file:
```
! RIJCOSX wB97M-V def2-TZVPD def2/J DEFGRID3
* xyz 1 5
Ru 2.2289 0.1502 -0.8439
O 5.6192 -2.3189 0.2766
C 4.8225 -1.5026 -0.3670
O 3.6067 -1.5903 -0.3473
C 5.5303 -0.4460 -1.1491
O 4.5375 0.1284 -1.9588
C 4.7954 1.4523 -2.4163
C 3.9900 2.4461 -1.6201
O 4.2201 3.6146 -1.6783
O 3.0087 1.9225 -0.8797
H 5.0980 -2.9650 0.7861
H 6.3222 -0.9030 -1.7466
H 5.9808 0.2688 -0.4515
H 4.4598 1.5155 -3.4503
H 5.8494 1.7156 -2.3602
Br -7.5433 -3.0754 0.7274
C -6.3760 -1.7306 1.3335
C -6.7256 -0.3944 1.1719
C -5.8635 0.5928 1.6007
C -4.6400 0.2488 2.1935
C -4.3090 -1.1082 2.3672
C -5.1744 -2.0913 1.9343
N -3.7950 1.2592 2.5592
N -2.6996 1.0794 3.1820
C -1.4742 1.0371 2.6176
C -0.3925 0.7921 3.4700
C 0.8921 0.5498 2.9886
C 1.1393 0.5580 1.6392
O 2.3324 0.2222 1.0882
C 0.1083 0.9272 0.7685
N 0.4553 1.0065 -0.5548
C -0.4251 1.3967 -1.4659
C -1.7160 1.7448 -1.0965
C -2.1071 1.6313 0.2253
C -1.2027 1.1920 1.2032
H -7.6705 -0.1357 0.7145
H -6.1177 1.6393 1.4879
H -3.3741 -1.3663 2.8482
H -4.9263 -3.1359 2.0609
H -0.5947 0.7500 4.5315
H 1.7063 0.3294 3.6667
H -0.0820 1.4522 -2.4900
H -2.4038 2.0952 -1.8515
H -3.1127 1.9036 0.5085
C 0.5760 -2.2498 -3.4836
C 1.1939 -1.3269 -2.5056
O 1.1025 -1.5148 -1.2417
O 1.8548 -0.2961 -2.8466
H -0.4354 -2.4985 -3.1665
H 1.1556 -3.1738 -3.5082
H 0.5753 -1.7982 -4.4713
*
```

Calculated values
Expectation value of S²   6.088
LUMO energy (spin up / spin down)   -0.13848 / -0.21079 Ha
Gap between HOMO and LUMO (spin up / spin down)   0.2295 / 0.2085 hartree
Electronic energy   -4245.26593 a.u.
Energy relative to the best compared isomer or geometry (same formula, charge and spin)   0.5851 eV
HOMO energy (spin up / spin down)   -10.012 / -11.410 eV

Entry 4:
C21H17BrN3O8Ru as an isolated structure in a non-equilibrium geometry. Source: OMol25; level of theory: wB97M-V/def2-TZVPD.

ORCA input file:
```
! RIJCOSX wB97M-V def2-TZVPD def2/J DEFGRID3
* xyz 1 5
Ru 0.0644 0.3155 -0.1936
O -3.0787 1.7702 2.2855
C -2.3797 1.0694 1.4272
O -1.2877 0.6037 1.6767
C -3.0448 0.8815 0.0683
O -2.2641 0.0515 -0.7589
C -2.5462 -1.3311 -0.8054
C -1.3365 -2.2603 -0.3434
O -1.5147 -3.4498 -0.4034
O -0.2926 -1.6531 0.0317
H -2.6166 1.8785 3.1380
H -4.0670 0.5068 0.1959
H -3.0849 1.8615 -0.4316
H -3.4129 -1.6035 -0.1974
H -2.7192 -1.5979 -1.8554
Br 6.6553 -5.9818 2.5559
C 6.2085 -5.3051 0.8462
C 7.2228 -4.8638 -0.0076
C 6.9075 -4.4161 -1.2668
C 5.5584 -4.3402 -1.6686
C 4.5417 -4.7764 -0.7884
C 4.8717 -5.2675 0.4485
N 5.2894 -3.9142 -2.9136
N 4.2760 -3.5331 -3.4810
C 3.3172 -2.6692 -3.2233
C 2.1678 -2.6845 -4.0576
C 1.0738 -1.9163 -3.8088
C 1.0216 -1.0318 -2.6863
O 0.0465 -0.3004 -2.4337
C 2.2111 -0.9970 -1.8244
N 2.1382 -0.2072 -0.7433
C 3.1800 -0.0570 0.0468
C 4.4175 -0.6193 -0.2641
C 4.5218 -1.4431 -1.3624
C 3.3792 -1.7189 -2.1317
H 8.2513 -4.8912 0.3185
H 7.6767 -4.0917 -1.9519
H 3.5095 -4.7409 -1.1042
H 4.0957 -5.6258 1.1072
H 2.1680 -3.3830 -4.8803
H 0.2004 -1.9586 -4.4409
H 3.0422 0.5407 0.9382
H 5.2756 -0.4052 0.3522
H 5.4852 -1.8406 -1.6377
C 0.9472 4.1060 1.0591
C 0.7860 2.6590 0.6899
O 1.2580 1.7430 1.3866
O 0.1332 2.3635 -0.3606
H 0.4350 4.2866 2.0028
H 0.5222 4.7349 0.2818
H 1.9997 4.3404 1.2087
*
```

Calculated values
Expectation value of S²   6.051
LUMO energy (spin up / spin down)   -0.16477 / -0.17978 Ha
Gap between HOMO and LUMO (spin up / spin down)   0.2276 / 0.2521 hartree
Electronic energy   -4245.26116 a.u.
Energy relative to the best compared isomer or geometry (same formula, charge and spin)   0.7149 eV
HOMO energy (spin up / spin down)   -10.676 / -11.752 eV